[1]
DFT (ωB97M-V/def2-TZVPD) results for a cluster of 2 separate species, C4H9O4 in total.

Last column: natural (NBO) charge in e.
Geometry (Å):
1 O 1.35829 -2.02977 1.16091  -0.755
2 C 0.63835 -1.68817 0.23096  0.768
3 O -0.49184 -2.16640 0.00693  -0.832
4 C 0.91848 -0.38957 -0.60581  -0.536
5 C 0.03351 0.74973 -0.13144  -0.433
6 C 0.73281 1.40524 0.96569  -0.059
7 O -0.28242 2.30741 1.63269  -0.761
8 H 2.05786 -0.42638 -0.76033  0.211
9 H 0.57516 -0.77824 -1.64968  0.192
10 H -0.06780 1.32379 -1.01285  0.204
11 H -0.98828 0.36446 0.22986  0.242
12 H 1.25488 0.92891 1.69252  0.189
13 H 1.50783 2.06301 0.55493  0.157
14 H -0.83313 1.69013 2.15629  0.456
15 H -2.01950 -0.95719 -2.26976  0.451
16 H -1.91625 -1.50054 -0.78102  0.526
17 O -2.47795 -0.89642 -1.41987  -1.019

Calculated values
Gap between HOMO and LUMO = 8.243 eV
Charge = -1
HOMO level = -0.163 hartree
Lowest unoccupied orbital energy = 3.7970 eV

=====

[2]
DFT (ωB97M-V/def2-TZVPD) results for a cluster of 2 separate species, C4H9O6S in total.

Last column: natural (NBO) charge in e.
Geometry (Å):
1 C 0.30222 -0.97306 1.47067  -0.603
2 C 1.25392 0.90134 -1.34505  -0.057
3 C -0.63748 -0.67172 0.31627  0.032
4 C -0.60943 0.72995 -0.25567  0.022
5 O -2.54063 2.13339 -1.08223  -1.039
6 O -1.43375 0.93008 -2.86622  -1.014
7 O -2.86103 -0.26672 -1.29374  -1.026
8 O 1.11790 0.03689 -2.35880  -0.752
9 O -0.65932 -1.63239 -0.68626  -0.742
10 O -0.80546 1.75969 0.60082  -0.739
11 S -1.91698 0.84833 -1.49159  2.333
12 H 0.34395 -2.16341 1.59618  0.205
13 H 1.25338 -0.61023 1.29370  0.201
14 H -0.15256 -0.60034 2.38153  0.210
15 H 1.54953 1.96573 -1.71784  0.131
16 H 2.16562 0.76351 -0.69066  0.147
17 H -1.61330 -0.65708 0.82908  0.161
18 H 0.23744 0.34253 -2.79543  0.515
19 H -1.46240 -1.58834 -1.21951  0.506
20 H -1.57773 2.21626 0.33821  0.508

Calculated values
Gap between HOMO and LUMO = 8.237 eV
Charge = -1
HOMO level = -0.167 hartree
Lowest unoccupied orbital energy = 3.6858 eV

=====

[3]
DFT (ωB97M-V/def2-TZVPD) results for a cluster of 2 separate species, C4H9OP in total.

Last column: natural (NBO) charge in e.
Geometry (Å):
1 C -0.63744 2.20942 -0.50690  -0.684
2 C 1.68869 -2.15248 0.00358  -0.660
3 C -1.73852 1.19094 -0.37217  -0.310
4 C 0.31597 -2.37160 0.54020  -0.668
5 O -2.19155 -1.40405 1.30783  -1.054
6 P -0.92050 -1.07415 0.72756  1.435
7 H -0.78540 2.89068 0.34856  0.213
8 H -0.78622 2.76842 -1.39913  0.222
9 H 0.34565 1.86587 -0.49225  0.230
10 H 2.10965 -3.11114 -0.33869  0.227
11 H 1.72304 -1.45758 -0.81288  0.211
12 H 2.40907 -1.69238 0.73267  0.209
13 H -1.92042 0.58437 -1.20345  0.190
14 H -2.50391 1.42041 0.44152  0.226
15 H 0.16346 -2.91040 1.41478  0.213

Calculated values
Gap between HOMO and LUMO (alpha / beta) = 6.596 / 7.671 eV
HOMO level (alpha / beta) = -0.287 / -0.300 hartree
Lowest unoccupied orbital energy (alpha / beta) = -1.2009 / -0.4979 eV

=====

[4]
DFT (ωB97M-V/def2-TZVPD) results for the molecule C4H9OP.

Last column: natural (NBO) charge in e.
Geometry (Å):
1 C 2.34919 0.06090 0.42152  -0.930
2 P 1.12456 -0.38261 -0.87610  0.533
3 C -0.70916 -0.02791 0.02561  -0.518
4 C -1.94126 -0.73216 -0.49821  -0.623
5 C -0.80224 1.44771 0.09585  0.430
6 O 0.14314 2.18056 -0.04337  -0.530
7 H 2.41853 1.14442 0.47736  0.250
8 H 3.30501 -0.32679 0.06692  0.234
9 H 2.12196 -0.36033 1.39720  0.219
10 H 1.05505 -1.74869 -0.54700  -0.065
11 H -0.48429 -0.37965 1.04206  0.239
12 H -2.40889 -0.15567 -1.29360  0.213
13 H -1.69349 -1.71936 -0.88243  0.227
14 H -2.66369 -0.85220 0.31198  0.216
15 H -1.81442 1.85178 0.30222  0.108

Calculated values
Gap between HOMO and LUMO = 9.830 eV
SMILES = CP[C@H](C)C=O
HOMO level = -0.329 hartree
Lowest unoccupied orbital energy = 0.8818 eV

=====

[5]
DFT (ωB97M-V/def2-TZVPD) results for the molecule C4H9OP3.

Last column: natural (NBO) charge in e.
Geometry (Å):
1 C -2.54686 0.23145 0.64671  -0.613
2 C -1.31016 0.06635 -0.35032  -0.422
3 C -0.51536 -1.25356 -0.31648  -0.063
4 O 0.46352 -1.34485 -1.33278  -0.831
5 P 1.89893 -0.80713 -1.34173  0.686
6 P 1.75460 1.44768 -1.38689  0.291
7 C 2.64954 1.37964 0.07110  -0.929
8 P 2.42105 -0.29066 0.83751  0.228
9 H -3.47394 -0.33851 0.32681  0.214
10 H -2.28421 0.14252 1.65850  0.210
11 H -2.80185 1.29823 0.52181  0.217
12 H -0.51644 0.90318 -0.15178  0.209
13 H -1.63402 0.06632 -1.33041  0.205
14 H 0.00478 -1.29056 0.71679  0.172
15 H -1.03959 -2.17249 -0.29914  0.193
16 H 3.12342 2.29469 0.78644  0.251
17 H 3.80657 -0.33229 0.94386  -0.019

Calculated values
Gap between HOMO and LUMO = 8.356 eV
SMILES = CCCOP1#P=CP1
HOMO level = -0.307 hartree
Lowest unoccupied orbital energy = -0.0064 eV

=====

[6]
DFT (ωB97M-V/def2-TZVPD) results for the ion C4H9OS with charge -1.

Last column: natural (NBO) charge in e.
Geometry (Å):
1 O 1.28118 0.90691 2.88078  -0.945
2 C 1.08058 1.09245 1.55924  0.015
3 C 0.60669 -0.20827 0.85795  -0.431
4 C -0.06068 -0.01785 -0.53225  -0.452
5 C -1.32256 -0.91750 -0.84012  -0.436
6 S -1.71133 -0.95071 -2.73472  -0.163
7 H 0.39979 1.91512 1.38455  0.079
8 H 2.08272 1.45760 0.93640  0.015
9 H 0.05459 -1.01266 1.30682  0.189
10 H 1.61460 -0.65179 0.62907  0.187
11 H 0.65592 -0.19280 -1.32622  0.191
12 H -0.13941 1.06182 -0.63122  0.206
13 H -1.17508 -2.01611 -0.62021  0.202
14 H -2.25570 -0.67262 -0.31825  0.204
15 H -1.11131 0.20642 -2.55182  0.138

Calculated values
Gap between HOMO and LUMO = 5.285 eV
Charge = -1
SMILES = [O-]CCCCS
HOMO level = -0.084 hartree
Lowest unoccupied orbital energy = 2.9862 eV

=====

[7]
DFT (ωB97M-V/def2-TZVPD) results for a cluster of 2 separate species, C4H9P in total.

Last column: natural (NBO) charge in e.
Geometry (Å):
1 C -0.80599 0.20996 -0.08772  0.104
2 C -1.72800 -0.19367 0.93273  -0.764
3 C 1.67985 -0.05238 -0.19959  -0.587
4 C 0.45720 0.75306 0.31955  -0.569
5 P -1.07596 -0.98776 -2.31154  0.157
6 H -1.19646 -0.03704 1.89279  0.206
7 H -1.79896 -1.24757 0.74736  0.243
8 H -2.81434 0.27432 1.02355  0.231
9 H 1.37866 -1.12048 -0.28234  0.211
10 H 2.47456 0.17244 0.59467  0.203
11 H 2.09243 0.11963 -1.13587  0.208
12 H 0.62108 0.77340 1.34936  0.208
13 H 0.53943 1.81314 -0.10657  0.228
14 H 0.17648 -0.47704 -2.73637  -0.079

Calculated values
Gap between HOMO and LUMO (alpha / beta) = 6.296 / 8.848 eV
HOMO level (alpha / beta) = -0.268 / -0.317 hartree
Lowest unoccupied orbital energy (alpha / beta) = -1.0056 / 0.2151 eV

=====

[8]
DFT (ωB97M-V/def2-TZVPD) results for the molecule C4H9PS3.

Last column: natural (NBO) charge in e.
Geometry (Å):
1 C -2.70607 -1.40594 1.16644  -0.780
2 S -1.36977 -1.59347 -0.09511  -0.075
3 P -0.68621 0.53405 -0.32236  0.929
4 S -2.18235 1.74487 -0.67010  -0.515
5 C 0.65774 0.33714 -1.57607  -0.734
6 C 1.90015 -0.00901 -0.64715  -0.419
7 C 2.05055 1.02664 0.58769  -0.550
8 S 0.44891 1.10779 1.42471  -0.009
9 H -3.64468 -2.03288 1.20030  0.257
10 H -3.14964 -0.34825 0.91216  0.250
11 H -2.22959 -1.24732 2.17582  0.225
12 H 0.65371 1.14556 -2.16892  0.241
13 H 0.27053 -0.60185 -2.21378  0.265
14 H 1.79149 -1.04068 -0.08047  0.232
15 H 2.77588 -0.15977 -1.27091  0.230
16 H 2.84855 0.61164 1.28729  0.233
17 H 2.57080 1.93150 0.29046  0.221

Calculated values
Gap between HOMO and LUMO = 8.919 eV
SMILES = CS[P@]1(=S)CCCS1
HOMO level = -0.313 hartree
Lowest unoccupied orbital energy = 0.4074 eV

=====

[9]
DFT (ωB97M-V/def2-TZVPD) results for the molecule C4HBr3O2S.

Last column: natural (NBO) charge in e.
Geometry (Å):
1 C 2.56345 0.23471 -0.20704  -0.276
2 C 1.57319 -0.57012 -0.41557  -0.048
3 C 0.47307 -1.19727 -0.26238  -0.302
4 C -2.86662 0.49199 0.00503  0.295
5 O -0.39107 0.92168 1.08563  -0.899
6 O -3.89194 -0.10907 0.01384  -0.471
7 S -1.08072 -0.27853 0.71662  1.153
8 Br 3.60712 0.23266 1.33252  0.138
9 Br -0.03179 -2.92840 -0.82499  0.108
10 Br -2.67876 2.34224 -0.40175  0.061
11 H 2.72406 0.86010 -1.04193  0.241

Calculated values
Gap between HOMO and LUMO (alpha / beta) = 7.636 / 7.637 eV
HOMO level (alpha / beta) = -0.338 / -0.338 hartree
Lowest unoccupied orbital energy (alpha / beta) = -1.5688 / -1.5690 eV

=====

[10]
DFT (ωB97M-V/def2-TZVPD) results for the molecule C4HBrClI.

Last column: natural (NBO) charge in e.
Geometry (Å):
1 C 0.92968 0.03697 0.09909  -0.323
2 C -0.38569 0.67427 -0.00688  -0.248
3 C 0.84766 -1.27132 0.01459  -0.032
4 C -1.32378 -0.20572 -0.24474  -0.157
5 Cl -0.61792 2.38162 -0.04283  0.018
6 Br 1.94227 -2.65524 -0.03646  0.268
7 I -3.30073 0.36919 -0.01599  0.233
8 H 1.90852 0.67023 0.23321  0.241

Calculated values
Gap between HOMO and LUMO (alpha / beta) = 6.340 / 6.339 eV
HOMO level (alpha / beta) = -0.313 / -0.313 hartree
Lowest unoccupied orbital energy (alpha / beta) = -2.1723 / -2.1727 eV

=====

[11]
DFT (ωB97M-V/def2-TZVPD) results for the molecule C4HClN2O.

Last column: natural (NBO) charge in e.
Geometry (Å):
1 N 1.93995 0.18801 -1.76004  -0.205
2 C 1.03163 0.11302 -1.05941  0.250
3 C -0.07918 0.02311 -0.10505  -0.321
4 Cl -0.98516 -1.52045 -0.11065  0.070
5 C -1.03230 1.12348 -0.21329  0.242
6 N -1.73905 2.05978 -0.16867  -0.216
7 C 0.49575 0.11348 1.38765  0.463
8 O 1.64223 0.22859 1.64970  -0.432
9 H -0.29191 0.04586 2.12498  0.148

Calculated values
Gap between HOMO and LUMO = 10.690 eV
SMILES = N#CC(Cl)(C#N)C=O
HOMO level = -0.423 hartree
Lowest unoccupied orbital energy = -0.8285 eV